Below is C20H33N3O4S in the gas phase, with properties calculated with ωB97M-V/def2-TZVPD.

Summary:
- Relative energy (zero: lowest compared OMol25 entry of this formula, charge and spin): 2.81 kcal per mole
- Orbital gap: 9.639 eV
- Largest force on an atom: 0.4 eV/Å
- Structure (SMILES): CCNS(=O)(=O)CC(=O)N(C)C[C@H](C)NC(=O)C[C@H](C)c1ccc(CC)cc1

Last column: natural (NBO) charge in e.
Positions of all 61 atoms, in Å:
1 S -1.0070 -1.9686 -2.6232  2.342
2 O 0.2353 0.5819 3.9738  -0.646
3 O -1.3400 -0.7419 -1.9483  -0.964
4 O -0.2950 -1.9530 -3.8693  -0.947
5 O -1.4521 -3.6314 0.2773  -0.645
6 N -1.1812 0.5655 2.2160  -0.623
7 N -2.3478 -2.8412 -2.8687  -0.894
8 N -0.0441 -1.9111 0.7402  -0.434
9 C 1.5258 4.5471 2.6445  -0.595
10 C 3.0006 1.7441 1.1836  -0.205
11 C -2.7849 -1.0127 1.4032  -0.640
12 C -3.5724 -2.6474 -2.0894  -0.222
13 C 2.7704 -0.4458 -2.8118  -0.599
14 C 3.4707 1.2660 -0.0323  -0.219
15 C 1.1368 2.7293 0.0714  -0.174
16 C -0.4812 -1.8195 2.1266  -0.235
17 C -0.5691 -2.8563 -0.0648  0.682
18 C -4.4657 -1.5433 -2.6291  -0.625
19 C 1.8244 2.4818 1.2576  -0.041
20 C 2.7844 1.5149 -1.2163  -0.010
21 C 3.2779 0.9700 -2.5326  -0.420
22 C -0.3299 1.1798 3.0702  0.686
23 C 1.6076 2.2547 -1.1428  -0.220
24 C -1.6218 -0.8223 2.3626  -0.035
25 C -0.0181 -2.9265 -1.4821  -0.774
26 C -0.1288 2.6678 2.8557  -0.482
27 C 1.0230 -1.0116 0.3124  -0.432
28 C 1.3343 3.0308 2.5821  -0.224
29 H -1.5878 1.1069 1.4716  0.401
30 H -3.1554 -2.0350 1.4487  0.238
31 H 0.2228 3.3129 0.0855  0.199
32 H -0.7709 3.0414 2.0546  0.198
33 H 3.0934 -1.1340 -2.0265  0.193
34 H -3.9456 -0.5864 -2.6047  0.225
35 H -0.4482 3.1552 3.7799  0.237
36 H 0.9912 -2.5342 -1.5910  0.259
37 H 0.3690 -1.5398 2.7459  0.233
38 H -3.2758 -2.4510 -1.0619  0.228
39 H 1.9284 2.5689 3.3741  0.225
40 H 1.9708 -1.5416 0.1828  0.192
41 H -2.4311 -3.1380 -3.8300  0.418
42 H 4.3704 0.9759 -2.5387  0.207
43 H -5.3719 -1.4639 -2.0266  0.214
44 H -0.0553 -3.9580 -1.8221  0.270
45 H 1.0518 2.4600 -2.0509  0.214
46 H -4.0934 -3.6054 -2.0767  0.204
47 H 0.7641 -0.4887 -0.6056  0.231
48 H 2.9553 1.6319 -3.3391  0.210
49 H -4.7639 -1.7490 -3.6589  0.202
50 H 1.1645 -0.2616 1.0819  0.238
51 H -2.4634 -0.8135 0.3779  0.223
52 H -0.8291 -2.8060 2.4329  0.232
53 H 1.2248 4.9373 3.6183  0.209
54 H 1.6802 -0.4680 -2.8627  0.214
55 H 3.1509 -0.8178 -3.7634  0.217
56 H -1.9435 -0.9597 3.3983  0.209
57 H 2.5698 4.8121 2.4747  0.217
58 H -3.5976 -0.3288 1.6544  0.212
59 H 4.3934 0.6961 -0.0612  0.211
60 H 3.5521 1.5344 2.0933  0.215
61 H 0.9277 5.0461 1.8787  0.202

Below is a 2-piece molecular cluster, C3H9NO3S2 overall, with properties calculated with ωB97M-V/def2-TZVPD.

Summary:
- Relative energy (zero: lowest compared OMol25 entry of this formula, charge and spin): 38.51 kcal per mole
- Orbital gap: 8.489 eV
- Largest force on an atom: 5.8 eV/Å
- Structure (SMILES): CN(C)S(=O)(=O)O.C=S

Last column: natural (NBO) charge in e.
Positions of all 18 atoms, in Å:
1 S 1.7904 1.0789 0.1413  2.503
2 S -4.2605 -0.2250 0.0190  0.071
3 O 3.1241 0.9988 -0.2808  -0.911
4 O 0.9908 2.2329 -0.1931  -0.950
5 O 1.6008 0.9976 1.6959  -0.908
6 N 1.0469 -0.3643 -0.2739  -0.661
7 C 1.8902 -1.4951 0.1056  -0.449
8 C -0.2609 -0.2989 0.1684  -0.469
9 C -3.7810 0.2811 -1.4356  -0.470
10 H -0.8224 0.7735 0.1239  0.248
11 H 1.3772 -2.3812 -0.3324  0.215
12 H -4.5658 0.1246 -2.1361  0.194
13 H -2.8603 0.8376 -1.6855  0.208
14 H 1.2325 1.8334 2.0094  0.524
15 H -0.3167 -0.3869 1.2686  0.184
16 H 1.8860 -1.8251 1.2005  0.190
17 H -0.9609 -1.0886 -0.1747  0.221
18 H 2.8897 -1.0932 -0.2205  0.259

Below is a 3-piece molecular cluster, C5H16N2O3 overall, with properties calculated with ωB97M-V/def2-TZVPD.

Summary:
- Relative energy (zero: lowest compared OMol25 entry of this formula, charge and spin): 46.81 kcal per mole
- Orbital gap: 10.002 eV
- Largest force on an atom: 2.6 eV/Å
- Structure (SMILES): C[C@H](CC=O)NCN.O.O

Last column: natural (NBO) charge in e.
Positions of all 26 atoms, in Å:
1 O -1.5047 1.8922 2.2403  -0.970
2 O -1.4761 -2.9102 -0.4588  -0.918
3 O 3.6344 -1.6990 0.2999  -0.518
4 N 0.0496 0.9721 -0.7056  -0.657
5 N -2.1706 1.9002 -0.6930  -0.871
6 C 3.0685 -1.1846 -0.6221  0.444
7 C 2.3102 0.0999 -0.4734  -0.521
8 C -1.3790 0.6672 -0.9529  -0.040
9 C 0.8032 -0.2035 -0.2583  -0.031
10 C 0.5586 -0.5575 1.2292  -0.660
11 H -2.2967 1.4892 2.5465  0.461
12 H -0.9216 -3.4510 0.0395  0.464
13 H 0.1628 1.7583 -0.0605  0.373
14 H -1.8224 2.6511 -1.2792  0.372
15 H 0.5427 0.3742 1.8751  0.244
16 H -1.0748 -2.0680 -0.3325  0.457
17 H 2.4334 0.6890 -1.3453  0.231
18 H -1.6995 2.0349 1.2836  0.487
19 H -1.5152 0.3112 -2.0304  0.168
20 H 3.0481 -1.6873 -1.6327  0.109
21 H 0.5127 -1.1224 -0.9183  0.185
22 H -0.4105 -1.0783 1.3722  0.199
23 H -1.7724 -0.1277 -0.2855  0.159
24 H 1.3336 -1.2483 1.6346  0.231
25 H -3.1499 1.7817 -0.8049  0.376
26 H 2.7353 0.7168 0.3324  0.226

Below is C5H9N in the gas phase, with properties calculated with ωB97M-V/def2-TZVPD.

Summary:
- Relative energy (zero: lowest compared OMol25 entry of this formula, charge and spin): 77.57 kcal per mole
- Orbital gap: 10.321 eV
- Largest force on an atom: 3.9 eV/Å
- Structure (SMILES): C=CC(N)C=C

Last column: natural (NBO) charge in e.
Positions of all 15 atoms, in Å:
1 N -0.9423 -0.5343 -1.4441  -0.791
2 C 2.2520 0.2543 -0.6297  -0.415
3 C 1.1175 -0.3590 -0.0624  -0.203
4 C -0.2873 0.1647 -0.3188  -0.170
5 C -1.0505 -0.2589 0.9241  -0.169
6 C -1.5615 0.6702 1.7365  -0.407
7 H -1.4003 1.7679 1.5428  0.210
8 H -0.3517 1.2833 -0.5591  0.205
9 H -0.4475 -1.5757 -1.3791  0.341
10 H 1.0655 -1.3730 0.6967  0.220
11 H -2.1118 0.2394 2.5723  0.205
12 H -1.1733 -1.3623 0.9805  0.205
13 H 2.0630 1.2291 -1.4065  0.203
14 H -0.4434 -0.0851 -2.2583  0.353
15 H 3.2716 -0.0607 -0.3949  0.213

Below is a 13-piece molecular cluster, C37H106N6O16 overall, with properties calculated with ωB97M-V/def2-TZVPD.

Summary:
- Relative energy (zero: lowest compared OMol25 entry of this formula, charge and spin): 0.00 kcal per mole
- Orbital gap: 7.806 eV
- Largest force on an atom: 8.7 eV/Å

Last column: Löwdin charge in e.
Positions of all 165 atoms, in Å:
1 O -4.2725 -1.8095 4.8475  -0.197
2 O 5.6035 2.8242 1.4807  -0.183
3 O -3.8154 1.5032 2.9516  -0.191
4 O 4.6458 4.0069 -3.8737  -0.134
5 O -4.5499 -0.2359 -1.7608  -0.144
6 O 2.0293 -3.7308 -0.9771  -0.120
7 O 3.1144 0.4511 3.4356  -0.143
8 O 2.4396 0.6747 -5.8648  -0.182
9 O 0.9406 -4.1849 1.8888  -0.144
10 O -8.3739 -0.9134 -0.7956  -0.189
11 O 1.5592 2.3467 3.7040  -0.266
12 O -2.0261 3.9354 -1.1690  -0.129
13 O 4.3712 -3.7284 -6.4128  -0.160
14 O 4.2076 0.3265 -1.3230  -0.169
15 O -1.2532 -3.6110 -1.6562  -0.116
16 O -0.3588 -0.4668 0.2077  -0.174
17 N 2.7361 2.1508 1.3136  0.085
18 N 1.4339 1.0687 -1.2679  -0.038
19 N -6.1027 -0.2652 0.7669  -0.073
20 N -6.8343 -1.1664 5.6992  0.043
21 N 5.7782 0.6097 3.3171  -0.044
22 N 1.7206 -2.7645 -6.8675  0.033
23 C -4.4053 -1.3939 6.1700  -0.236
24 C -0.9015 0.5931 -0.5684  -0.224
25 C 0.0372 1.0803 -1.6188  -0.206
26 C -8.9611 -1.1290 -2.0731  -0.090
27 C 6.1130 0.5357 1.8827  -0.204
28 C 2.7004 -0.5690 -6.4640  -0.214
29 C 2.2903 1.6238 -2.3049  -0.185
30 C -2.8283 2.4819 2.7630  -0.102
31 C 6.6001 1.8555 1.3530  -0.251
32 C -4.3732 1.1245 -2.0322  -0.185
33 C -5.5812 0.1573 2.0689  -0.181
34 C -3.2299 4.5268 -0.7108  -0.151
35 C 3.7920 1.4387 -2.0203  -0.227
36 C 3.7473 -0.7908 3.3093  -0.248
37 C 3.5218 1.5541 -5.8941  -0.123
38 C 1.1269 3.2705 2.7002  -0.158
39 C 5.1635 -0.6411 3.7819  -0.224
40 C -1.8580 -2.6352 -2.4570  -0.173
41 C 1.4260 -1.3779 -6.4436  -0.402
42 C -6.0484 -3.1867 6.7990  -0.074
43 C 0.8232 -1.4235 -5.0550  -0.045
44 C -1.3959 -0.9738 1.0196  -0.102
45 C -0.2386 -5.0327 2.0253  -0.108
46 C -4.8099 1.4596 1.9602  -0.212
47 C 1.7226 0.4215 3.2624  -0.185
48 C 0.5861 2.0629 4.6393  -0.152
49 C 2.2212 3.4582 1.7008  -0.398
50 C 4.3740 -3.9706 -5.0185  -0.180
51 C 5.9239 3.9880 0.7742  -0.115
52 C -2.9596 -1.7504 4.3633  -0.104
53 C -7.4389 -1.8992 -0.4716  -0.258
54 C 3.8489 -0.9312 -1.8077  -0.091
55 C -5.8178 -1.6983 6.6480  -0.427
56 C 6.0589 4.1440 -3.7679  -0.148
57 C 2.5506 -4.7429 -1.8174  -0.157
58 C -6.7908 -1.5425 0.8464  -0.196
59 C 1.7551 4.3498 0.5306  -0.039
60 H -2.3022 2.7202 3.6813  0.079
61 H 3.5580 -1.1237 -6.0540  0.128
62 H -5.9341 -1.2265 7.6276  0.136
63 H 1.0887 1.7990 5.5793  0.118
64 H 2.9959 -0.4131 -7.5229  0.134
65 H -5.2386 1.7226 -1.7116  0.076
66 H -0.3148 2.0733 -1.9306  0.112
67 H 0.7097 -0.9556 -7.1598  0.140
68 H 0.9079 -3.3522 -6.7444  0.088
69 H 3.5226 -4.4414 -2.2355  0.063
70 H 1.8597 -4.1089 -0.1077  0.038
71 H 6.9170 1.6738 0.3091  0.124
72 H 5.1401 -0.5348 4.8764  0.117
73 H -6.7325 0.4516 0.4194  0.123
74 H -9.9011 -0.5794 -2.0884  0.087
75 H 3.4839 -3.3933 -6.6448  0.003
76 H -4.3767 1.6078 0.9632  0.113
77 H 0.8510 4.2180 3.1849  0.141
78 H 0.2339 2.8246 2.2260  0.127
79 H 1.8697 5.4068 0.7925  0.074
80 H 1.6560 -1.4451 -4.3358  0.082
81 H 3.2648 -1.5932 3.8930  0.122
82 H 5.2466 0.1672 1.3387  0.105
83 H -6.9840 -3.4064 7.3052  0.074
84 H -2.0991 -1.5241 0.3785  0.091
85 H 2.3917 4.1752 -0.3392  0.062
86 H -9.2058 -2.1887 -2.1982  0.088
87 H -2.5737 -0.7199 4.3979  0.089
88 H 4.3879 -1.1910 -2.7308  0.090
89 H 1.6968 0.1005 -1.1455  0.087
90 H 2.0439 1.3107 -3.3336  0.101
91 H -1.9076 4.1977 -2.0844  0.078
92 H -3.4584 5.4348 -1.2759  0.083
93 H 6.5051 4.5982 -4.6516  0.080
94 H 0.7235 4.1393 0.2334  0.066
95 H 1.4127 1.3366 2.7566  0.029
96 H 6.6714 0.6635 3.8011  0.105
97 H -2.2939 -2.4617 4.8566  0.096
98 H -5.0021 -0.3376 -0.9038  0.029
99 H 3.8522 1.7808 -6.9194  0.098
100 H -4.2887 1.2314 -3.1133  0.082
101 H -2.8818 -2.3965 -2.1555  0.066
102 H 2.0124 1.6257 0.8134  0.072
103 H -0.1276 2.8710 4.8419  0.093
104 H -7.9536 -2.8665 -0.3248  0.127
105 H 3.3646 -3.9339 -4.6148  0.057
106 H -0.1455 0.5506 -2.5816  0.107
107 H 2.7902 -5.6845 -1.3112  0.081
108 H -3.7213 -1.9477 6.8391  0.126
109 H 1.2026 0.3538 4.2322  0.064
110 H 4.1024 -1.6881 -1.0696  0.091
111 H 2.7752 -0.9928 -1.9898  0.071
112 H -2.9782 -1.9077 3.2809  0.070
113 H -6.8543 -0.1522 5.7634  0.065
114 H -6.1147 -2.3440 1.1399  0.129
115 H 6.9610 -0.1612 1.7460  0.119
116 H 3.1638 2.4810 -5.4480  0.078
117 H -1.0526 -4.3460 2.2290  0.067
118 H 5.9941 3.7335 -0.2922  0.077
119 H -1.8226 0.2562 -1.0677  0.103
120 H -6.3626 0.2168 2.8441  0.119
121 H 4.3985 1.2034 -5.3351  0.094
122 H -1.2414 -1.7399 -2.5910  0.068
123 H 4.1604 2.3001 -1.4619  0.103
124 H 6.5114 3.2238 -3.3950  0.076
125 H -3.4858 1.5433 -1.5404  0.048
126 H -0.1171 -5.7334 2.8519  0.077
127 H 1.3967 -0.4399 2.6705  0.094
128 H -1.9530 -3.0195 -3.4817  0.074
129 H 1.8847 -4.9306 -2.6628  0.077
130 H -6.0198 -3.6412 5.8062  0.079
131 H -0.6724 -3.2150 -0.9987  0.056
132 H 6.8592 4.4583 1.1081  0.090
133 H 0.1636 -2.2583 -4.8358  0.070
134 H -4.0716 3.8323 -0.7879  0.061
135 H 4.7955 -4.9635 -4.8154  0.075
136 H -4.1893 -0.3310 6.3505  0.129
137 H -1.0221 -1.6265 1.8069  0.078
138 H 3.0487 3.9861 2.1914  0.138
139 H -6.7125 -2.0864 -1.2751  0.125
140 H 4.2711 1.5434 -3.0072  0.097
141 H -0.4052 -5.6002 1.1094  0.078
142 H -4.9134 -0.6272 2.4451  0.109
143 H 5.1412 4.7276 0.9393  0.082
144 H 2.1304 2.7109 -2.3118  0.114
145 H -1.9279 -0.1346 1.4904  0.076
146 H 6.2363 4.8875 -2.9805  0.075
147 H 1.7293 -4.7147 2.0416  0.073
148 H -1.1765 1.3919 0.1358  0.104
149 H 3.4180 2.2420 0.5676  0.051
150 H -3.2406 3.4138 2.3421  0.082
151 H -0.0062 1.1464 4.4530  0.086
152 H 5.0902 -3.2798 -4.5575  0.071
153 H 0.3614 -0.4742 -4.7764  0.072
154 H -6.4508 -1.3679 4.7769  0.047
155 H 3.6917 -1.0972 2.2474  0.117
156 H -5.5238 2.2745 2.1742  0.131
157 H -5.2489 -3.6536 7.3833  0.076
158 H 5.7556 -1.5580 3.6164  0.113
159 H -3.1218 4.8358 0.3288  0.069
160 H -7.6159 -1.4583 1.5730  0.128
161 H -8.2991 -0.7638 -2.8601  0.090
162 H -2.0940 2.1688 2.0030  0.064
163 H 4.4545 3.7604 -4.7809  0.039
164 H 2.0237 -2.8418 -7.8329  0.093
165 H 7.5201 2.1440 1.8938  0.125

Below is a 2-piece molecular cluster, C3H7NO3 overall, with properties calculated with ωB97M-V/def2-TZVPD.

Summary:
- Relative energy (zero: lowest compared OMol25 entry of this formula, charge and spin): 20.46 kcal per mole
- Orbital gap: 10.684 eV
- Largest force on an atom: 2.3 eV/Å
- Structure (SMILES): NC(=O)C(=O)O.C

Last column: natural (NBO) charge in e.
Positions of all 14 atoms, in Å:
1 O -1.7364 -0.7742 1.6119  -0.646
2 O -1.8831 1.1606 -0.3809  -0.552
3 O 0.3713 -0.1405 2.0027  -0.596
4 N 0.2406 1.7877 0.1178  -0.808
5 C -0.8214 0.9650 0.1548  0.569
6 C -0.6512 -0.0641 1.3657  0.704
7 C 0.9087 -1.1254 -1.4788  -0.853
8 H 0.9816 1.7057 0.7968  0.416
9 H 1.3025 -0.4980 -2.2702  0.214
10 H -1.5828 -1.4140 2.3283  0.503
11 H 1.4812 -0.9603 -0.5734  0.215
12 H 1.0541 -2.1587 -1.7686  0.217
13 H -0.1495 -0.8789 -1.2584  0.208
14 H 0.4844 2.3950 -0.6476  0.408